(1)
A gas-phase ion, C14H21F2IN3O8P2S (charge +1). Source: the OMol25 dataset; level of theory: wB97M-V/def2-TZVPD.

```
52
C14H21F2IN3O8P2S wB97M-V/def2-TZVPD
N -0.041 -0.203 3.425
P -0.465 0.801 2.296
C 0.546 0.592 0.693
C 0.730 -0.829 0.249
C 0.158 -2.086 0.972
O 0.604 -2.584 1.947
O -0.945 -2.708 0.363
C -2.167 -2.003 0.665
C -2.804 -1.551 -0.717
C -4.367 -1.496 -0.614
S -4.927 -0.102 0.455
O -6.006 0.647 -0.173
O -3.817 0.797 0.776
O -5.512 -0.759 1.843
C 1.497 -1.027 -0.968
C 1.731 -2.481 -1.510
C 3.196 -3.019 -1.154
C 3.501 -3.034 0.390
F 4.771 -2.427 0.612
C 2.080 0.158 -1.657
I 3.186 -0.313 -3.440
N 1.897 1.444 -1.203
C 2.540 2.569 -1.948
C 1.566 3.260 -2.954
O 0.916 2.587 -3.681
F 1.430 4.613 -3.060
C 1.122 1.724 -0.061
P 0.752 3.412 0.597
N 1.116 4.622 -0.310
O 1.629 3.574 2.032
O -0.896 3.553 0.913
H 0.314 0.268 4.257
H -1.833 0.755 1.912
H -0.235 2.124 2.798
H -2.044 -1.132 1.350
H -2.902 -2.693 1.170
H -2.483 -2.266 -1.524
H -2.371 -0.547 -0.978
H -4.705 -2.431 -0.087
H -4.852 -1.347 -1.606
H -6.315 -0.258 2.091
H 1.555 -2.540 -2.620
H 1.024 -3.220 -1.055
H 4.005 -2.428 -1.646
H 3.250 -4.058 -1.585
H 3.570 -4.091 0.739
H 2.766 -2.422 0.961
H 2.932 3.255 -1.149
H 3.446 2.257 -2.518
H 1.812 5.191 0.185
H 1.023 3.837 2.754
H -0.977 4.013 1.774
```

## Properties
* net charge: +1
* calculated total energy: -78646.1152 eV
* structure (SMILES): N=[PH2]c1c(C(=O)OCCCS(=O)(=O)O)c(CCCF)c(I)[n+](CC(=O)F)c1P(=N)(O)O

natural (NBO) population analysis, charges in e, atoms 1 to 2: number 1, N, carries -1.281; number 2, P, carries 1.285

(2)
17 unconnected molecules or ions with the total composition C84H217N15O26. Source: the OMol25 dataset; level of theory: wB97M-V/def2-TZVPD.

```
342
C84H217N15O26 wB97M-V/def2-TZVPD
C -2.281 -6.179 0.919
C -3.397 -7.155 1.330
C -4.783 -6.619 0.855
O -3.181 -8.495 0.859
H -2.460 -5.975 -0.137
H -1.259 -6.462 1.168
H -2.492 -5.256 1.458
H -3.405 -7.276 2.414
H -4.751 -6.263 -0.175
H -5.019 -5.762 1.485
H -5.625 -7.311 0.855
H -2.382 -8.686 1.355
C -4.294 -2.769 2.003
C -4.495 -1.368 1.453
C -5.877 -0.819 1.346
O -3.686 -0.418 2.116
H -4.826 -3.532 1.436
H -4.540 -2.845 3.062
H -3.237 -3.028 1.929
H -4.058 -1.382 0.455
H -6.574 -1.482 0.832
H -6.012 0.136 0.839
H -6.251 -0.712 2.365
H -3.717 0.367 1.565
C 4.270 -1.434 1.351
O 3.858 -2.511 2.136
C 4.946 -3.368 2.476
C 4.481 -4.504 3.485
N 5.606 -5.389 3.726
C 5.382 -6.572 4.577
C 6.579 -7.508 4.701
O 6.271 -8.840 4.366
C 7.289 -9.743 4.669
H 4.963 -0.760 1.855
H 3.381 -0.898 1.019
H 4.746 -1.762 0.427
H 5.706 -2.748 2.953
H 5.372 -3.748 1.548
H 3.567 -4.989 3.143
H 4.213 -4.013 4.420
H 5.784 -5.782 2.812
H 4.587 -7.080 4.032
H 4.871 -6.472 5.535
H 6.870 -7.473 5.751
H 7.495 -7.199 4.198
H 7.583 -9.730 5.718
H 8.171 -9.548 4.059
H 6.996 -10.787 4.558
C -0.367 -6.086 -2.994
O -0.985 -7.333 -2.523
C -0.100 -8.156 -1.842
C -0.663 -9.591 -1.867
N -0.499 -10.227 -3.173
C -1.117 -11.591 -3.252
C -1.397 -11.900 -4.687
O -2.359 -10.999 -5.142
C -2.371 -10.869 -6.578
H 0.470 -6.310 -3.655
H -0.073 -5.442 -2.164
H -1.115 -5.601 -3.620
H -0.098 -7.789 -0.815
H 0.900 -8.197 -2.272
H -1.691 -9.463 -1.527
H 0.013 -10.086 -1.171
H -0.957 -9.645 -3.860
H -2.002 -11.598 -2.617
H -0.442 -12.302 -2.775
H -1.797 -12.912 -4.758
H -0.460 -11.876 -5.243
H -3.210 -10.212 -6.808
H -2.480 -11.830 -7.081
H -1.459 -10.416 -6.967
C -4.533 8.177 -0.480
O -4.125 6.938 0.090
C -3.443 7.164 1.323
C -2.951 5.872 1.979
N -4.182 5.120 2.334
C -3.748 3.766 2.566
C -5.035 2.813 2.630
O -5.618 2.797 1.340
C -6.984 2.946 1.407
H -5.089 8.810 0.211
H -5.192 7.870 -1.291
H -3.711 8.791 -0.848
H -3.959 7.771 2.068
H -2.497 7.614 1.022
H -2.368 5.985 2.893
H -2.323 5.351 1.256
H -4.737 5.076 1.491
H -3.236 3.742 3.528
H -2.999 3.414 1.857
H -5.652 3.175 3.453
H -4.841 1.762 2.843
H -7.567 3.252 0.539
H -7.264 3.724 2.116
H -7.501 2.077 1.816
C 0.142 4.918 -4.430
O 1.233 4.245 -4.987
C 1.862 4.995 -6.039
C 3.101 4.259 -6.323
N 4.211 4.597 -5.398
C 4.242 3.678 -4.254
C 5.187 4.207 -3.125
O 4.874 5.596 -2.732
C 3.859 5.783 -1.805
H 0.571 5.808 -3.970
H -0.311 4.282 -3.669
H -0.575 5.270 -5.171
H 2.047 5.999 -5.656
H 1.185 5.059 -6.891
H 3.502 4.572 -7.286
H 2.910 3.192 -6.435
H 4.106 5.528 -5.021
H 4.540 2.672 -4.552
H 3.229 3.541 -3.875
H 6.247 4.201 -3.382
H 5.068 3.615 -2.217
H 3.763 4.978 -1.076
H 2.873 5.931 -2.246
H 4.046 6.727 -1.292
C -0.530 6.880 -1.329
O 0.373 6.805 -0.244
C 1.006 8.026 0.167
C 2.134 7.743 1.194
N 1.698 6.888 2.274
C 0.658 7.490 3.111
C 0.164 6.580 4.314
O 0.046 5.204 3.861
C -0.225 4.375 4.958
H -1.373 7.539 -1.123
H -0.984 5.897 -1.454
H -0.048 7.198 -2.254
H 0.273 8.757 0.509
H 1.412 8.615 -0.655
H 2.586 8.687 1.499
H 3.037 7.331 0.744
H 1.172 6.109 1.906
H -0.202 7.548 2.444
H 0.879 8.523 3.379
H -0.712 7.049 4.763
H 0.934 6.634 5.084
H -1.298 4.283 5.127
H 0.183 4.702 5.914
H 0.109 3.360 4.740
C -1.065 -4.996 4.894
O -1.826 -3.824 4.539
C -1.940 -2.913 5.615
C -2.795 -1.753 5.020
N -2.975 -0.670 5.995
C -1.795 0.208 6.176
C -2.195 1.587 6.780
O -3.254 2.165 6.059
C -4.055 2.994 6.872
H -1.258 -5.488 5.847
H -0.038 -4.632 4.919
H -1.149 -5.711 4.075
H -0.971 -2.429 5.740
H -2.325 -3.335 6.543
H -3.800 -2.150 4.880
H -2.384 -1.407 4.072
H -3.794 -0.092 5.875
H -1.299 0.342 5.215
H -1.085 -0.325 6.809
H -1.325 2.244 6.760
H -2.394 1.408 7.837
H -4.562 3.756 6.279
H -3.385 3.623 7.458
H -4.693 2.339 7.464
C -2.714 3.547 -5.723
O -3.317 2.353 -6.245
C -4.364 1.820 -5.429
C -4.926 0.581 -5.980
N -5.240 0.555 -7.454
C -6.285 1.528 -7.797
C -6.420 1.640 -9.265
O -7.629 2.266 -9.636
C -7.837 2.519 -11.014
H -1.959 4.039 -6.336
H -2.238 3.381 -4.756
H -3.487 4.286 -5.511
H -5.148 2.541 -5.197
H -3.952 1.745 -4.423
H -5.844 0.254 -5.491
H -4.308 -0.301 -5.811
H -4.422 0.710 -8.027
H -6.127 2.518 -7.368
H -7.253 1.153 -7.466
H -6.359 0.625 -9.656
H -5.623 2.168 -9.787
H -7.080 3.143 -11.489
H -8.772 3.050 -11.196
H -7.890 1.578 -11.562
C -0.643 -2.231 -5.590
O 0.067 -1.462 -4.639
C 0.484 -0.114 -5.074
C 1.131 0.621 -3.857
N 2.346 0.035 -3.393
C 2.888 0.702 -2.219
C 4.326 0.251 -1.928
O 5.189 0.856 -2.869
C 6.602 0.666 -2.683
H -1.478 -1.637 -5.959
H -1.142 -3.117 -5.196
H -0.028 -2.509 -6.446
H -0.284 0.545 -5.479
H 1.190 -0.240 -5.894
H 0.318 0.471 -3.147
H 1.328 1.655 -4.142
H 2.037 -0.869 -3.067
H 2.258 0.415 -1.377
H 2.759 1.779 -2.330
H 4.486 -0.820 -2.052
H 4.607 0.438 -0.892
H 6.977 1.208 -1.814
H 7.051 1.126 -3.563
H 6.934 -0.358 -2.508
C -0.761 -1.791 -0.966
O 0.188 -1.437 0.064
C -0.430 -1.574 1.377
C 0.544 -1.021 2.395
N 0.996 0.349 2.040
C -0.078 1.355 2.190
C 0.420 2.633 1.472
O 0.720 2.401 0.073
C 0.819 3.466 -0.892
H -1.770 -1.380 -0.966
H -0.865 -2.873 -1.050
H -0.279 -1.462 -1.887
H -0.700 -2.605 1.606
H -1.382 -1.043 1.404
H 1.372 -1.723 2.500
H 0.138 -1.223 3.386
H 1.127 0.369 1.038
H -0.367 1.477 3.234
H -1.026 1.078 1.729
H 1.194 3.078 2.097
H -0.419 3.324 1.391
H 0.009 4.194 -0.858
H 0.778 3.122 -1.926
H 1.689 4.107 -0.746
C -3.712 -2.796 -3.759
C -4.578 -3.003 -2.569
C -5.708 -2.002 -2.322
O -5.243 -0.655 -2.377
C -6.249 0.345 -2.502
N -5.270 -4.303 -2.781
H -4.333 -2.547 -4.619
H -3.133 -3.694 -3.977
H -3.024 -1.954 -3.679
H -3.877 -2.968 -1.736
H -6.099 -2.018 -1.304
H -6.578 -2.056 -2.977
H -6.723 0.391 -3.482
H -5.838 1.342 -2.344
H -6.973 0.241 -1.693
H -5.775 -4.322 -3.656
H -4.662 -5.107 -2.844
C 4.101 -4.365 -4.194
C 2.636 -3.920 -4.195
C 2.258 -3.315 -2.866
O 2.526 -4.208 -1.842
C 1.991 -3.890 -0.504
N 2.605 -2.892 -5.259
H 4.837 -3.562 -4.154
H 4.369 -4.917 -5.095
H 4.364 -4.913 -3.289
H 2.058 -4.814 -4.430
H 1.205 -3.040 -2.922
H 2.777 -2.368 -2.720
H 0.953 -4.002 -0.192
H 2.273 -2.871 -0.240
H 2.500 -4.589 0.159
H 1.747 -2.388 -5.083
H 3.359 -2.237 -5.111
C 7.892 1.870 4.461
C 6.623 1.070 4.412
C 6.644 -0.299 5.230
O 7.673 -1.130 4.713
C 7.724 -2.437 5.313
N 5.523 1.883 4.858
H 7.829 2.688 3.742
H 8.799 1.271 4.378
H 8.004 2.391 5.412
H 6.363 0.874 3.372
H 5.657 -0.719 5.039
H 6.837 -0.043 6.272
H 7.931 -2.532 6.378
H 8.587 -2.980 4.929
H 6.777 -2.947 5.136
H 5.421 2.650 4.210
H 4.710 1.309 4.685
C 1.847 1.193 5.737
C 2.891 0.111 5.326
C 2.326 -1.334 5.499
O 2.146 -1.735 6.897
C 2.076 -3.145 7.232
N 3.177 0.402 3.909
H 0.887 1.088 5.231
H 2.221 2.188 5.493
H 1.600 1.119 6.796
H 3.783 0.189 5.947
H 2.879 -2.105 4.963
H 1.327 -1.323 5.063
H 2.522 -3.902 6.587
H 1.040 -3.463 7.112
H 2.165 -3.397 8.289
H 3.416 -0.463 3.444
H 2.305 0.646 3.462
C 3.642 4.982 4.331
C 4.777 5.542 3.472
C 4.857 4.840 2.091
O 5.091 3.419 2.206
C 5.061 2.647 1.044
N 4.575 6.999 3.260
H 3.938 3.961 4.570
H 2.699 4.901 3.791
H 3.616 5.566 5.251
H 5.760 5.455 3.935
H 5.721 5.295 1.607
H 3.960 5.000 1.493
H 4.101 2.623 0.528
H 5.284 1.594 1.218
H 5.662 3.129 0.274
H 4.606 7.333 4.212
H 3.628 7.131 2.934
C -2.021 1.446 -1.871
C -2.710 2.337 -0.850
C -3.604 3.423 -1.547
O -2.723 4.323 -2.216
C -3.401 5.415 -2.840
N -3.506 1.442 -0.033
H -2.632 0.700 -2.380
H -1.248 0.920 -1.310
H -1.584 2.115 -2.612
H -1.861 2.745 -0.301
H -4.182 3.987 -0.814
H -4.258 2.936 -2.270
H -4.130 5.022 -3.549
H -2.722 6.165 -3.246
H -4.035 5.883 -2.087
H -4.157 0.923 -0.605
H -4.133 2.028 0.500
```

## Properties
* energy relative to the best compared isomer or geometry (same formula, charge and spin): 0.0 kcal/mol
* net charge: 0

Löwdin population analysis, charges in e, atoms 1 to 2: number 1, C, carries -0.049; number 2, C, carries -0.460